Run P
2 unconnected molecules or ions with the total composition C2H5OP, computed with the ωB97M-V functional and the def2-TZVPD basis.

Last column: natural (NBO) charge in e.
Cartesian coordinates (Å):
C  1.15027  -0.53057  -1.06911  0.362
C  -1.02802  -0.60015  0.68450  -0.682
O  1.42964  0.55715  -1.40973  -0.465
P  -0.81556  1.17995  0.90596  0.280
H  1.64966  -1.48258  -0.92229  0.141
H  -1.18544  -0.95824  -0.31386  0.209
H  -0.99167  -1.17388  1.58041  0.195
H  -0.74027  1.53798  -0.46360  -0.016
H  0.53138  1.47034  1.00772  -0.025



Run Q
C2H5OP in the gas phase, computed with the ωB97M-V functional and the def2-TZVPD basis.

Computed properties:
SMILES string: O/C=C\P

Last column: natural (NBO) charge in e.
Cartesian coordinates (Å):
O  0.03482  0.43177  2.04395  -0.675
C  -0.73865  -0.01883  1.03673  0.088
C  -0.44299  0.10885  -0.33382  -0.478
P  0.70566  0.79693  -1.98909  0.251
H  0.04455  -0.18810  2.76029  0.486
H  -1.54774  -0.70352  1.04784  0.185
H  -0.97123  -0.56692  -0.99778  0.182
H  1.05632  -0.68177  -2.28419  -0.006
H  1.85926  0.82159  -1.28393  -0.033



Which structure wins on stability? run Q wins.



Run P
A molecular structure, C19H10Cl5IrN6O6S3, computed with the ωB97M-V functional and the def2-TZVPD basis.

Last column: natural (NBO) charge in e.
Cartesian coordinates (Å):
Ir  -0.33009  -0.05698  0.56871  1.078
N  1.78095  1.23700  -1.87538  -0.772
C  2.33553  0.59851  -0.83139  0.309
N  1.66111  0.22521  0.23211  -0.498
C  2.49375  -0.22690  1.23845  0.121
C  3.79683  -0.30055  0.91688  -0.413
S  4.02145  0.28418  -0.69978  0.432
C  1.78251  -0.37083  2.49553  0.123
C  2.22280  -0.71821  3.71011  -0.417
S  0.98477  -0.41536  4.87786  0.421
C  -0.07743  0.13840  3.63098  0.330
N  0.45540  0.07570  2.41628  -0.469
N  -1.26430  0.63960  3.93565  -0.774
H  0.77180  1.27761  -1.91518  0.430
H  2.28354  1.31844  -2.74051  0.410
H  4.63190  -0.59463  1.52788  0.254
H  3.20273  -1.05911  3.99521  0.255
H  -1.58816  0.56557  4.88412  0.401
H  -1.96597  0.86450  3.21342  0.445
O  -1.59605  1.83432  -0.55471  -0.575
N  -0.93790  2.74856  0.02301  0.718
O  -1.17654  3.92510  -0.13343  -0.405
O  0.00403  2.33925  0.77370  -0.548
Cl  -1.20520  -2.40811  3.06978  0.021
C  -0.59471  -2.96985  1.54583  -0.073
C  -0.05604  -2.08608  0.59085  -0.225
C  0.39515  -2.74980  -0.57400  0.027
Cl  0.99647  -1.87764  -1.94631  0.011
C  0.34155  -4.13198  -0.76110  -0.120
Cl  0.93522  -4.85887  -2.20736  0.053
C  -0.20783  -4.94384  0.21651  -0.076
Cl  -0.30349  -6.64694  -0.00798  0.060
C  -0.68238  -4.35450  1.37222  -0.081
Cl  -1.39569  -5.35725  2.57924  0.055
O  -3.20493  1.20198  2.26855  -0.610
C  -3.29428  0.43534  1.32635  0.710
N  -2.33222  -0.49385  0.96009  -0.904
S  -2.77203  -1.25172  -0.42766  2.302
O  -3.03277  -2.65443  -0.32964  -0.902
O  -1.71855  -0.83759  -1.35014  -0.929
C  -4.29404  -0.42388  -0.65638  -0.232
C  -5.25317  -0.60994  -1.63392  -0.197
C  -6.43160  0.10783  -1.49339  -0.182
C  -6.63070  0.96371  -0.40827  -0.189
C  -5.65447  1.12711  0.56263  -0.146
C  -4.47813  0.41279  0.41937  -0.153
H  -5.09261  -1.28153  -2.46603  0.238
H  -7.21100  -0.00144  -2.23590  0.224
H  -7.56309  1.50636  -0.32635  0.223
H  -5.78614  1.79215  1.40517  0.240



Run Q
A molecular structure, C19H10Cl5IrN6O6S3, computed with the ωB97M-V functional and the def2-TZVPD basis.

Last column: natural (NBO) charge in e.
Cartesian coordinates (Å):
Ir  -0.61435  -1.01394  -1.16494  0.630
N  -0.59556  -2.50695  -4.31755  -0.782
C  -1.56664  -2.93718  -3.50834  0.297
N  -1.74418  -2.48145  -2.28858  -0.636
C  -2.78429  -3.10225  -1.63338  0.196
C  -3.42828  -4.04333  -2.35073  -0.455
S  -2.70610  -4.18007  -3.92273  0.390
C  -2.95787  -2.66089  -0.25932  0.091
C  -3.84062  -3.08352  0.66102  -0.417
S  -3.55936  -2.28410  2.16162  0.426
C  -2.24099  -1.40895  1.45827  0.308
N  -2.05353  -1.69288  0.18096  -0.518
N  -1.46464  -0.60544  2.19142  -0.796
H  -0.04341  -1.68142  -4.03482  0.455
H  -0.57368  -2.79724  -5.27751  0.404
H  -4.26105  -4.66325  -2.06826  0.249
H  -4.61998  -3.81792  0.55742  0.250
H  -1.84487  -0.23318  3.04801  0.415
H  -0.93436  0.08961  1.65886  0.445
O  2.22630  1.94595  -1.42821  -0.741
N  0.90923  0.23732  -2.51945  -0.460
O  1.60573  0.06927  -0.17838  -0.716
O  1.02109  -0.17425  -3.79148  -0.579
Cl  -0.47023  -4.08083  1.59320  -0.004
C  0.72579  -2.79699  1.62254  -0.071
C  0.79286  -2.00506  0.48216  -0.253
C  1.71259  -0.98619  0.73749  0.305
Cl  1.21557  0.93735  -1.33164  1.925
C  2.60282  -0.81842  1.77328  -0.130
Cl  3.65296  0.54168  1.78258  0.068
C  2.51941  -1.72356  2.82424  -0.080
Cl  3.58000  -1.58863  4.16291  0.073
C  1.53851  -2.70348  2.75397  -0.101
Cl  1.35769  -3.80716  4.06091  0.061
O  -1.77858  2.46093  2.52727  -0.590
C  -1.37782  2.66538  1.40015  0.667
N  -0.71551  1.66810  0.70571  -0.994
S  -0.45318  1.78114  -0.81719  1.934
O  -1.65401  1.60894  -1.59920  -0.836
O  -0.04199  3.34025  -1.03204  -0.695
C  -0.90439  4.26675  -0.45992  0.384
C  -1.02165  5.49517  -1.08372  -0.274
C  -1.81376  6.46364  -0.49198  -0.165
C  -2.47911  6.20522  0.70359  -0.229
C  -2.35231  4.96814  1.30615  -0.129
C  -1.56101  3.98106  0.72672  -0.246
H  -0.49559  5.67587  -2.01070  0.237
H  -1.91284  7.42954  -0.96937  0.222
H  -3.08512  6.97377  1.16323  0.222
H  -2.84775  4.73473  2.23883  0.241



Which structure wins on stability? run P wins.



Run P
C3H6N2S in the gas phase, computed with the ωB97M-V functional and the def2-TZVPD basis.

Computed properties:
SMILES string: C1=NCCSN1

Last column: natural (NBO) charge in e.
Cartesian coordinates (Å):
C  -0.20894  -0.07058  1.50599  0.258
N  -0.75793  0.76234  0.75582  -0.494
C  -0.70258  0.77578  -0.70235  -0.257
C  0.56999  0.16380  -1.20856  -0.547
S  0.67041  -1.58225  -0.57774  0.386
N  0.42330  -1.24739  1.08771  -0.798
H  -0.37930  0.04005  2.60801  0.183
H  -0.96277  1.85982  -1.06911  0.209
H  -1.50285  0.10610  -1.00147  0.204
H  0.45101  0.04594  -2.24250  0.227
H  1.35089  0.90433  -0.88748  0.222
H  1.04879  -1.75794  1.73167  0.406



Run Q
C3H6N2S in the gas phase, computed with the ωB97M-V functional and the def2-TZVPD basis.

Computed properties:
SMILES string: C[C@](N)(S)C#N

Last column: natural (NBO) charge in e.
Cartesian coordinates (Å):
C  -0.09579  0.85087  -1.04170  -0.622
C  0.59885  0.20266  0.09046  -0.122
N  0.18188  -1.48063  -0.12133  -0.792
S  0.26803  0.82899  1.74222  0.075
C  2.01921  0.17992  -0.10673  0.233
N  3.03507  0.03498  -0.60200  -0.284
H  -0.02603  1.98223  -0.93270  0.228
H  -1.14049  0.61577  -1.08371  0.229
H  0.39375  0.42426  -2.01103  0.239
H  -0.34158  -1.57974  -1.01162  0.351
H  1.11380  -1.85408  -0.33821  0.356
H  -0.60372  1.69391  1.57820  0.108



Which structure wins on stability? run P wins.



Run P
2 unconnected molecules or ions with the total composition C3H6N2S, computed with the ωB97M-V functional and the def2-TZVPD basis.

Last column: natural (NBO) charge in e.
Cartesian coordinates (Å):
C  -0.70722  0.12828  0.72958  -0.458
C  0.31841  -1.00283  0.40683  -0.225
C  0.06040  1.13321  0.20558  -0.005
H  -1.14815  1.18789  -1.62072  0.196
H  -1.08826  0.24848  1.76896  0.264
H  -0.26036  -1.95003  0.32305  0.218
H  1.19928  -1.00893  1.29873  0.185
H  1.77714  -1.04629  -1.35855  0.399
H  0.09047  2.28707  0.41661  0.243
N  0.79685  -0.65394  -0.93323  -0.497
N  0.97697  0.80347  -0.69233  -0.261
S  -2.01554  -0.12638  -0.54451  -0.059



Run Q
C3H6N2S in the gas phase, computed with the ωB97M-V functional and the def2-TZVPD basis.

Last column: natural (NBO) charge in e.
Cartesian coordinates (Å):
C  1.02635  0.08307  0.01809  -0.441
C  0.04511  1.11897  0.59341  -0.277
C  0.09741  -0.92645  -0.63176  -0.206
N  -1.09152  -0.71195  0.17988  -0.225
N  -1.14793  0.31978  0.92647  -0.327
S  -1.18452  -0.27774  -1.71864  -0.106
H  1.73269  0.68691  -0.73204  0.237
H  1.52059  -0.37221  0.83928  0.215
H  0.55455  1.62721  1.40342  0.212
H  -0.14754  1.92226  -0.10921  0.208
H  0.35174  -1.88118  -1.06767  0.254
H  -1.75692  -1.58865  0.29878  0.456



Run R
2 unconnected molecules or ions with the total composition C3H6N2S, computed with the ωB97M-V functional and the def2-TZVPD basis.

Last column: natural (NBO) charge in e.
Cartesian coordinates (Å):
C  -1.60745  -0.95982  -0.40189  0.055
C  -0.61177  1.83455  0.42311  -0.457
C  1.43462  -1.40217  -0.31623  -0.770
N  -2.42727  -1.76275  -0.40566  -0.517
N  0.02324  0.62717  0.03513  -0.466
S  0.95058  -0.24514  1.02230  0.684
H  -0.75349  1.96706  1.57183  0.205
H  0.20210  2.60211  0.26733  0.242
H  -1.35092  2.06414  -0.29586  0.251
H  1.30029  -2.43644  -0.00605  0.245
H  2.30445  -1.20857  -0.81895  0.229
H  0.53561  -1.08013  -1.07506  0.299



Which structure wins on stability? run Q wins.